88
Properties=species:S:1:pos:R:3:forces:R:3:lowdin_charge:R:1 method="wB97M-V/def2-TZVPD" charge=+1 lumo_energy_ev="-2.53 / -8.88" gap_ev="8.57 / 2.22" spin_multiplicity=2 largest_force_ha_per_bohr=0.0499 homo_ev="-11.10 / -11.10"
C -0.888 -0.494 -4.982 -0.04 0.51 -0.55 0.039
O -0.896 -1.864 -4.720 0.60 0.03 -0.19 0.032
C -2.050 -2.655 -4.826 -0.01 -0.47 -2.14 -0.055
C -1.666 -4.063 -5.499 -0.25 0.70 0.35 -0.145
O -1.171 -3.939 -6.823 -0.10 0.66 0.98 -0.154
C -0.905 -5.236 -7.330 -0.16 -1.35 -0.03 -0.087
H 0.113 -0.104 -5.167 0.12 -0.45 0.44 0.130
H -1.314 -0.085 -4.066 0.06 0.45 0.79 0.116
H -1.560 -0.116 -5.753 -0.36 -0.68 -0.28 0.138
H -2.792 -2.146 -5.439 -0.02 0.15 0.04 0.148
H -2.424 -2.750 -3.806 0.07 -0.59 0.40 0.130
H -2.607 -4.613 -5.502 -0.24 -0.08 0.08 0.138
H -0.991 -4.580 -4.817 0.34 0.00 -0.08 0.129
H -0.171 -5.768 -6.725 0.25 0.19 0.15 0.096
H -0.572 -5.295 -8.367 0.09 0.97 0.11 0.103
H -1.796 -5.862 -7.312 -0.37 0.08 0.15 0.094
C 1.510 6.853 2.776 1.01 -0.37 -0.43 -0.093
O 2.027 6.306 1.549 -0.84 -0.40 0.15 -0.186
C 1.020 5.527 0.882 0.95 -0.40 -0.33 -0.189
C 1.560 4.998 -0.489 0.17 0.58 1.27 -0.161
O 2.184 3.713 -0.336 -0.13 0.46 0.51 -0.239
C 2.725 3.159 -1.520 -0.56 0.47 -0.17 -0.136
H 0.669 7.510 2.553 -0.28 -0.19 0.30 0.087
H 2.290 7.427 3.275 0.15 0.22 -0.48 0.086
H 1.331 6.047 3.488 -0.74 -0.11 -0.06 0.081
H 0.095 6.101 0.822 0.02 0.42 -0.66 0.115
H 0.689 4.653 1.442 0.42 -0.32 0.52 0.112
H 2.321 5.706 -0.816 -0.05 0.15 -0.26 0.125
H 0.715 5.009 -1.177 0.02 -0.41 -0.36 0.119
H 3.273 3.870 -2.139 0.07 0.38 0.12 0.091
H 1.878 2.811 -2.112 0.09 -0.42 -0.39 0.066
H 3.425 2.355 -1.292 -0.29 -0.06 0.31 0.067
C 1.422 -0.800 5.454 -0.85 0.67 0.67 -0.131
O 0.863 0.521 5.238 -0.32 -2.13 -0.12 -0.182
C -0.577 0.406 5.260 1.16 1.94 0.73 -0.214
C -1.077 1.836 5.133 -1.01 -2.05 -1.16 -0.272
O -0.830 2.581 6.271 0.09 1.66 -0.45 -0.146
C -1.238 3.986 6.217 -0.20 -1.07 0.63 -0.058
H 0.998 -1.176 6.385 0.14 -0.11 0.29 0.084
H 2.505 -0.765 5.568 -0.11 0.21 -0.25 0.073
H 1.120 -1.514 4.688 0.15 0.18 -0.22 0.032
H -0.985 0.063 6.211 0.48 -0.48 0.34 0.128
H -1.004 -0.208 4.467 0.31 -0.08 -0.29 0.091
H -2.120 1.581 4.945 -0.93 0.88 0.29 0.119
H -0.733 2.153 4.148 0.55 1.05 0.18 0.117
H -2.322 4.076 6.284 -0.20 -0.23 0.00 0.081
H -0.949 4.563 5.338 0.51 -0.43 -0.20 0.076
H -0.827 4.435 7.121 0.11 -0.01 -0.20 0.086
Cl 2.982 -0.188 -2.979 0.29 0.53 -0.40 0.602
C 1.928 -1.577 -2.771 0.02 -1.28 -0.55 -0.686
C 2.042 -2.610 -3.967 -0.32 1.56 1.39 -0.673
Cl 3.534 -3.521 -3.794 0.15 -0.18 -0.27 0.603
H 0.913 -1.196 -2.657 0.01 -0.15 0.07 -0.002
H 2.292 -2.027 -1.847 -0.48 -0.24 -0.07 0.056
H 2.038 -2.016 -4.881 0.19 -0.32 -0.18 0.057
H 1.190 -3.290 -3.955 0.16 -0.03 0.09 0.045
Cl -6.607 -1.718 -0.730 0.64 -0.13 0.13 0.545
C -5.093 -1.656 -1.696 -0.75 -0.11 -0.90 -0.688
C -3.965 -0.820 -1.135 -0.26 -0.25 0.57 -0.738
Cl -4.462 0.869 -1.011 0.03 0.57 -0.32 0.567
H -5.454 -1.260 -2.646 0.23 0.56 0.03 0.053
H -4.820 -2.664 -2.007 0.31 -0.25 0.82 0.059
H -3.083 -0.922 -1.767 -0.01 0.19 -0.11 0.012
H -3.656 -1.056 -0.117 -0.16 -0.46 -0.30 -0.024
Cl -0.668 0.806 -1.411 -0.28 -0.36 -1.13 0.590
C 0.357 1.127 -0.009 0.01 0.49 0.60 -0.636
C 0.105 0.076 1.055 0.90 0.54 -0.18 -0.695
Cl -1.560 0.042 1.585 -0.89 -0.15 0.14 0.639
H 0.057 2.146 0.235 0.21 -0.21 0.56 0.066
H 1.409 1.160 -0.295 -0.13 -0.23 -0.11 0.044
H 0.684 0.298 1.952 0.21 -0.04 -0.24 0.011
H 0.401 -0.888 0.641 -0.16 -0.10 0.22 0.046
Cl -3.695 -3.303 1.230 0.59 0.00 0.01 0.583
C -1.952 -3.688 1.518 -0.36 0.26 0.20 -0.624
C -1.316 -4.405 0.357 -0.47 -0.39 0.20 -0.573
Cl -1.317 -3.322 -1.124 0.29 -0.54 0.56 0.530
H -1.994 -4.279 2.433 0.37 -0.30 -0.26 0.078
H -1.370 -2.793 1.735 -0.46 0.26 -0.02 0.034
H -1.848 -5.327 0.120 -0.10 0.26 -0.32 0.075
H -0.305 -4.699 0.640 0.18 0.40 -0.39 0.084
Cl 3.206 1.592 2.115 0.66 -0.36 0.66 0.599
C 4.216 0.540 3.193 0.27 -1.06 -0.20 -0.583
C 4.287 -0.903 2.641 -0.38 0.37 -0.53 -0.586
Cl 2.649 -1.640 2.543 0.11 -0.20 -0.02 0.579
H 3.852 0.534 4.221 -0.55 0.16 -0.29 0.057
H 5.231 0.929 3.276 -0.06 0.23 -0.47 0.077
H 4.907 -1.605 3.200 -0.06 0.41 0.36 0.075
H 4.618 -0.957 1.604 0.21 0.43 0.14 0.057


53
Properties=species:S:1:pos:R:3:forces:R:3:lowdin_charge:R:1 method="wB97M-V/def2-TZVPD" charge=+1 de_lowest_kj_mol=0.0 lumo_energy_ev="-2.71 / -2.72" gap_ev="8.63 / 8.60" spin_multiplicity=4 largest_force_ha_per_bohr=0.0037 homo_ev="-11.33 / -11.32"
Co 0.544 0.119 0.397 0.04 0.03 0.07 0.735
C -1.112 3.696 1.940 0.03 0.03 0.01 -0.052
C 0.191 3.735 1.148 -0.06 0.09 0.09 -0.603
O 0.757 5.040 1.086 0.01 -0.05 -0.03 -0.037
P 1.453 2.664 1.896 -0.13 -0.05 -0.05 0.501
O 2.743 2.794 1.005 0.02 0.07 -0.05 -0.097
O 1.801 3.357 3.276 0.10 -0.04 0.08 -0.074
O 1.068 1.226 2.112 0.03 0.02 -0.05 -0.321
P -0.140 3.187 -0.590 0.07 0.11 0.04 0.343
O 1.334 3.422 -1.264 0.07 0.02 0.00 -0.150
O -1.159 4.019 -1.230 -0.07 -0.05 0.00 -0.242
O -0.278 1.685 -0.464 0.00 -0.12 -0.13 -0.345
H -0.949 4.029 2.968 -0.01 0.00 0.00 0.089
H -1.535 2.692 1.962 0.01 -0.03 -0.01 0.085
H -1.826 4.361 1.454 0.00 0.00 0.00 0.097
H 0.622 5.482 1.933 0.00 0.03 0.00 0.107
H 2.543 3.172 0.118 0.00 -0.05 0.05 0.072
H 1.893 2.744 4.018 -0.03 0.04 -0.05 0.106
H 1.343 4.261 -1.746 -0.03 -0.04 0.03 0.103
N 1.431 -2.061 -3.116 -0.10 0.09 -0.03 0.196
C 0.138 -1.810 -3.566 0.11 -0.08 -0.09 -0.170
C -0.523 -2.144 -4.743 -0.05 0.01 0.04 -0.008
C -1.824 -1.698 -4.858 -0.02 0.01 0.01 -0.069
C -2.443 -0.942 -3.846 0.02 -0.03 -0.02 -0.064
C -1.781 -0.613 -2.683 0.01 -0.03 -0.02 0.003
C -0.470 -1.070 -2.553 -0.02 0.12 0.14 -0.210
N 0.437 -0.887 -1.517 -0.05 -0.07 -0.14 0.103
C 1.542 -1.471 -1.904 0.14 -0.04 0.13 -0.247
C 2.720 -1.384 -1.049 -0.13 0.01 -0.05 -0.284
C 3.984 -1.851 -1.203 -0.01 0.02 0.01 -0.308
S 4.943 -1.360 0.123 0.06 -0.05 -0.01 1.110
C 3.607 -0.571 0.805 -0.12 0.05 0.03 -0.417
N 2.512 -0.658 0.103 0.10 -0.01 0.02 -0.018
H 2.159 -2.537 -3.620 0.00 0.00 -0.01 0.170
H -0.051 -2.716 -5.530 0.02 -0.01 -0.01 0.115
H -2.381 -1.928 -5.755 -0.01 0.00 -0.01 0.110
H -3.459 -0.603 -3.994 -0.01 0.00 -0.01 0.110
H -2.236 -0.006 -1.913 0.00 0.01 0.02 0.118
H 4.396 -2.436 -2.007 0.02 -0.01 -0.02 0.086
H 3.660 -0.035 1.740 0.01 0.02 0.02 0.091
N -3.222 -3.804 3.419 -0.02 -0.02 0.02 0.149
C -2.400 -2.972 2.746 -0.06 -0.05 0.05 -0.305
C -2.095 -3.181 1.392 0.04 0.04 -0.03 0.003
C -1.252 -2.310 0.752 0.01 0.01 -0.01 -0.109
N -0.684 -1.246 1.346 -0.04 -0.01 0.03 -0.024
C -0.978 -1.048 2.645 -0.02 -0.01 -0.02 -0.113
C -1.807 -1.864 3.370 0.05 0.04 -0.05 0.002
H -3.687 -4.563 2.954 0.01 0.01 -0.01 0.113
H -3.479 -3.619 4.372 0.01 0.01 0.00 0.113
H -2.518 -4.014 0.849 -0.01 -0.01 0.00 0.119
H -1.016 -2.453 -0.293 0.00 -0.02 0.00 0.102
H -0.516 -0.184 3.102 0.01 0.00 0.02 0.098
H -1.998 -1.645 4.412 -0.02 0.00 0.02 0.118


43
Properties=species:S:1:pos:R:3:forces:R:3:lowdin_charge:R:1 method="wB97M-V/def2-TZVPD" de_lowest_kj_mol=219.3 lumo_energy_ev=0.84 gap_ev=8.85 largest_force_ha_per_bohr=0.0097 homo_ev=-8.01
C 1.062 -2.538 3.763 0.22 0.15 -0.15 -0.082
H 1.243 -3.600 3.914 -0.03 -0.13 0.05 0.069
H 0.111 -2.424 3.248 -0.15 -0.02 -0.01 0.065
H 0.992 -2.065 4.739 -0.06 0.02 0.10 0.057
C 2.209 -1.938 2.936 -0.04 -0.11 0.06 -0.242
N 2.033 -0.601 2.417 -0.03 0.06 -0.02 -0.206
C 1.112 -0.466 1.308 0.37 -0.14 -0.18 -0.212
H 0.173 -1.020 1.465 -0.05 0.12 -0.03 0.123
C 1.748 -0.928 -0.010 -0.36 0.08 0.01 -0.175
C 0.843 -0.678 -1.216 0.05 0.16 -0.06 -0.171
C 0.816 0.793 -1.641 0.17 -0.28 0.30 -0.195
H 1.786 1.074 -2.061 -0.08 -0.01 0.13 0.135
O -0.098 1.037 -2.689 -0.43 0.10 -0.22 -0.076
C -1.449 1.026 -2.436 0.09 0.00 -0.15 -0.183
C -1.992 0.993 -1.156 0.12 0.02 0.01 -0.027
C -3.359 1.035 -0.945 -0.04 0.00 0.06 -0.096
C -4.219 1.112 -2.022 -0.01 0.00 0.02 -0.097
C -3.698 1.134 -3.300 0.22 -0.01 -0.02 -0.010
C -2.327 1.087 -3.535 -0.12 -0.05 0.01 -0.198
O -1.992 1.133 -4.858 -0.22 0.17 0.30 -0.071
C -0.690 0.821 -5.298 0.41 -0.08 -0.28 -0.078
H 0.036 1.575 -4.989 -0.07 -0.10 -0.06 0.091
H -0.367 -0.159 -4.940 -0.01 0.06 -0.02 0.096
H -0.757 0.804 -6.386 0.03 -0.02 0.07 0.092
H -4.342 1.188 -4.163 -0.06 0.00 -0.12 0.119
H -5.287 1.149 -1.873 -0.10 0.00 0.01 0.100
H -3.740 1.010 0.065 -0.03 0.00 0.09 0.100
H -1.342 0.942 -0.298 0.12 -0.02 0.06 0.098
H 0.614 1.453 -0.790 0.03 0.01 -0.07 0.114
H -0.172 -1.008 -0.986 -0.02 -0.04 -0.06 0.110
H 1.194 -1.266 -2.066 -0.08 0.01 -0.03 0.118
H 2.699 -0.411 -0.141 0.10 -0.02 0.05 0.120
H 1.957 -1.997 0.049 0.10 -0.01 0.00 0.103
H 0.862 0.593 1.220 -0.12 0.02 0.02 0.107
C 2.015 0.482 3.376 -0.13 0.14 0.05 -0.245
C 0.672 0.819 4.041 0.27 -0.13 -0.11 -0.081
H 0.803 1.679 4.694 -0.05 0.11 0.07 0.070
H 0.300 -0.009 4.635 -0.09 -0.06 0.07 0.052
H -0.078 1.070 3.295 -0.12 0.05 -0.05 0.062
H 2.747 0.240 4.151 0.06 0.08 -0.02 0.114
H 2.370 1.379 2.854 0.04 0.00 0.14 0.113
H 2.396 -2.590 2.080 0.09 -0.04 0.08 0.103
H 3.117 -1.933 3.547 0.01 -0.09 -0.09 0.114


23
Properties=species:S:1:pos:R:3:forces:R:3:lowdin_charge:R:1 method="wB97M-V/def2-TZVPD" de_lowest_kj_mol=83.3 lumo_energy_ev=1.09 gap_ev=10.11 largest_force_ha_per_bohr=0.0598 homo_ev=-9.01
C -1.150 0.592 1.620 -0.71 1.95 -1.67 -0.042
C 0.870 1.787 0.879 -0.42 0.79 -1.37 -0.056
C -0.322 1.204 0.455 0.30 -1.83 2.45 -0.265
C 1.704 2.263 -0.119 0.63 0.36 -0.14 -0.092
C -0.576 0.867 -0.871 0.59 -0.48 0.80 -0.067
C 1.461 1.957 -1.444 -0.26 -0.27 -1.04 -0.104
C 0.350 1.216 -1.838 -0.42 0.18 0.32 -0.082
H 1.118 1.887 1.925 -0.10 0.14 0.05 0.106
H 2.567 2.893 0.073 0.09 -0.32 0.32 0.103
H -1.467 -0.416 1.397 0.12 -0.27 0.40 0.044
H -2.049 1.222 1.685 -0.14 -0.36 0.09 0.082
H -1.294 0.065 -0.996 -0.47 0.59 -0.59 0.094
H 2.165 2.214 -2.225 0.14 0.32 0.16 0.098
H 0.161 0.914 -2.861 0.34 0.05 -0.04 0.103
H -0.645 0.768 2.554 0.29 -0.57 0.31 0.065
C -1.085 -2.568 -0.158 -0.33 -1.72 -1.01 -0.169
C 0.382 -2.310 0.121 -0.10 1.45 0.29 -0.147
H -1.264 -3.020 -1.143 0.40 0.48 -0.30 0.068
H -1.560 -3.381 0.402 0.20 0.55 0.84 0.069
H -1.679 -1.671 -0.131 -0.29 0.10 0.20 0.019
H 0.447 -1.439 0.779 0.05 0.05 0.04 0.046
H 0.932 -1.994 -0.765 -0.01 -0.27 -0.10 0.070
H 0.936 -3.050 0.659 0.11 -0.94 -0.02 0.056


4
Properties=species:S:1:pos:R:3:forces:R:3:lowdin_charge:R:1 method="wB97M-V/def2-TZVPD" de_lowest_kj_mol=169.7 lumo_energy_ev="-2.68 / -1.78" gap_ev="5.88 / 7.68" largest_force_ha_per_bohr=0.0607 homo_ev="-8.55 / -9.46"
P 0.117 0.929 1.476 0.90 2.87 -0.85 -0.193
Cl -0.309 -0.791 2.162 -0.75 -2.83 1.08 0.076
I -0.745 0.930 -0.754 -0.09 -0.14 -0.35 0.224
I 0.938 -1.068 -2.884 -0.06 0.11 0.12 -0.106